C5H10N4S | ωB97M-V/def2-TZVPD

Output
Spin multiplicity: 1
Charge: +2
ΔE to the lowest compared entry with this formula, charge and spin in kcal/mol: 126.2
Frontier orbital gap (alpha / beta) in eV: 6.613 / 6.013
F_max in eV Å⁻¹: 2.848
LUMO level (alpha / beta) in eV: -11.1 / -11.5

Geometry as XYZ:
```
20
C5H10N4S (ωB97M-V/def2-TZVPD)
S -3.485 -0.503 0.913
N -0.795 0.040 -0.149
N -3.440 2.014 -0.194
N -2.805 -1.876 0.164
N 0.624 -1.925 -0.019
C -0.154 1.363 -0.233
C -0.474 -1.177 -0.189
C -3.207 0.841 0.130
C -1.659 -2.079 -0.297
C 1.950 -1.490 0.512
H 1.985 -0.388 0.269
H 0.853 1.347 -0.625
H -0.730 1.964 -0.904
H -1.523 -3.102 -0.767
H 2.738 -2.181 0.062
H -3.602 2.281 -1.129
H -3.721 2.671 0.536
H 0.599 -2.908 -0.207
H -0.132 1.899 0.654
H 2.064 -1.689 1.584
```

Atom charges from the Löwdin analysis, given in e for atoms 1 to 2: 1.23, 0.10


C5H10N6 | ωB97M-V/def2-TZVPD

Output
Spin multiplicity: 1
Charge: 0
ΔE to the lowest compared entry with this formula, charge and spin in kcal/mol: 3.8
Frontier orbital gap in eV: 9.480
F_max in eV Å⁻¹: 1.748
LUMO level in eV: 1.0

Geometry as XYZ:
```
21
C5H10N6 (ωB97M-V/def2-TZVPD)
N -1.527 -0.446 -0.150
N 0.603 -0.326 -1.040
N 2.408 0.600 0.333
N 1.841 1.498 2.331
N 2.750 -0.273 -1.733
N 0.114 0.585 1.101
C -1.973 -1.147 -1.374
C -0.249 -0.030 -0.030
C 1.443 0.863 1.223
C -2.554 -0.108 0.824
C 1.874 0.016 -0.747
H -2.790 -0.600 -1.863
H 3.657 0.158 -1.789
H 2.470 -0.695 -2.615
H -2.192 0.431 1.701
H -3.008 -1.070 1.113
H -2.367 -2.130 -1.105
H -1.173 -1.225 -2.128
H 2.798 1.508 2.594
H 1.157 1.801 3.006
H -3.283 0.590 0.350
```

Atom charges from the Löwdin analysis, given in e for atoms 1 to 2: -0.16, 0.15


C5H10NO | ωB97M-V/def2-TZVPD

Output
Spin multiplicity: 1
Charge: -1
ΔE to the lowest compared entry with this formula, charge and spin in kcal/mol: 88.1
Frontier orbital gap (alpha / beta) in eV: 4.639 / 4.642
F_max in eV Å⁻¹: 3.292
LUMO level (alpha / beta) in eV: 3.8 / 3.8

Geometry as XYZ:
```
17
C5H10NO (ωB97M-V/def2-TZVPD)
O 4.000 0.806 -0.881
N 3.071 1.082 -0.008
C -0.095 -1.692 0.523
C -1.047 1.104 0.960
C -0.532 0.518 -0.358
C 0.541 -1.787 -0.842
C 0.552 -0.484 -0.092
H -1.342 0.029 -0.981
H -1.272 0.227 1.516
H 0.499 -1.943 1.312
H 0.040 -1.910 -1.948
H -0.186 1.366 -0.921
H 1.528 -2.278 -0.841
H -0.329 1.755 1.475
H 1.513 -0.068 0.118
H -1.138 -1.812 0.599
H -2.002 1.592 0.829
```

Atom charges from the Löwdin analysis, given in e for atoms 1 to 2: -0.48, -0.29


C5H10NO | ωB97M-V/def2-TZVPD

Output
Spin multiplicity: 1
Charge: -1
ΔE to the lowest compared entry with this formula, charge and spin in kcal/mol: 4.8
Frontier orbital gap in eV: 6.102
F_max in eV Å⁻¹: 0.888
LUMO level in eV: 4.0

Geometry as XYZ:
```
17
C5H10NO (ωB97M-V/def2-TZVPD)
O 0.240 -0.815 -2.524
N -0.314 -0.751 1.128
C -0.442 -0.317 -0.282
C -0.140 0.390 2.021
C 0.281 1.561 1.145
C 0.023 1.147 -0.313
C 0.347 -1.213 -1.250
H -0.301 2.427 1.437
H 1.328 1.866 1.251
H -1.055 0.599 2.600
H -0.804 1.718 -0.741
H -1.085 -1.344 1.408
H 1.396 -1.241 -0.859
H 0.885 1.184 -0.977
H -0.082 -2.243 -1.043
H -1.484 -0.384 -0.635
H 0.587 0.150 2.791
```

Atom charges from the Löwdin analysis, given in e for atoms 1 to 2: -0.36, -0.04


C5H10NO | ωB97M-V/def2-TZVPD

Output
Spin multiplicity: 1
Charge: -1
ΔE to the lowest compared entry with this formula, charge and spin in kcal/mol: 29.4
Frontier orbital gap in eV: 6.389
F_max in eV Å⁻¹: 3.385
LUMO level in eV: 4.0

Geometry as XYZ:
```
17
C5H10NO (ωB97M-V/def2-TZVPD)
O -2.098 1.608 0.187
N -0.998 -1.415 1.225
C 1.505 0.266 -0.780
C -0.668 -0.579 0.062
C 2.812 0.321 -0.551
C -2.099 0.417 -0.302
C 0.422 0.450 0.246
H 3.262 0.660 0.383
H -1.924 -1.158 1.545
H 3.589 0.107 -1.284
H 1.210 -0.222 -1.690
H -0.279 -1.244 1.893
H -2.831 -0.384 -0.036
H 0.781 0.457 1.281
H -0.697 -1.118 -0.878
H -0.025 1.455 0.118
H -1.962 0.379 -1.418
```

Atom charges from the Löwdin analysis, given in e for atoms 1 to 2: -0.29, 0.00


C5H10NO | ωB97M-V/def2-TZVPD

Output
Spin multiplicity: 1
Charge: +1
ΔE to the lowest compared entry with this formula, charge and spin in kcal/mol: 67.5
Frontier orbital gap in eV: 9.363
F_max in eV Å⁻¹: 4.593
LUMO level in eV: -4.0

Geometry as XYZ:
```
17
C5H10NO (ωB97M-V/def2-TZVPD)
O -1.779 2.192 -1.006
N -0.240 0.255 -2.174
C 0.270 -0.834 1.458
C 1.057 -0.980 2.517
C 0.527 -0.302 0.120
C -0.665 0.118 -0.723
C -1.147 1.612 -0.188
H 1.306 0.484 -0.024
H 0.730 0.588 -2.180
H 0.561 -1.297 3.430
H 1.176 -1.131 -0.293
H -0.290 -0.698 -2.532
H -1.453 -0.620 -0.667
H -0.733 1.681 0.838
H -0.768 -1.179 1.597
H -0.673 0.917 -2.825
H 2.122 -0.805 2.654
```

Atom charges from the Löwdin analysis, given in e for atoms 1 to 2: 0.12, 0.23


C5H10NO | ωB97M-V/def2-TZVPD

Output
Spin multiplicity: 1
Charge: +1
ΔE to the lowest compared entry with this formula, charge and spin in kcal/mol: 92.3
Frontier orbital gap in eV: 10.079
F_max in eV Å⁻¹: 5.147
LUMO level in eV: -3.4

Geometry as XYZ:
```
17
C5H10NO (ωB97M-V/def2-TZVPD)
O 4.034 -0.086 0.146
N -0.625 0.840 -1.227
C -0.455 -1.324 -0.180
C -0.360 0.697 1.313
C 1.604 0.145 -0.070
C 2.802 0.062 0.013
C 0.152 0.043 -0.011
H -0.731 1.758 -0.715
H -1.633 0.431 -1.322
H -1.379 0.504 1.576
H -1.498 -1.353 -0.143
H 4.632 -0.050 -0.602
H 0.060 0.878 -1.923
H -0.123 1.650 1.544
H -0.057 -1.703 0.767
H 0.149 0.202 2.202
H -0.188 -1.879 -1.177
```

Atom charges from the Löwdin analysis, given in e for atoms 1 to 2: 0.18, 0.23


C5H10NO | ωB97M-V/def2-TZVPD

Output
Spin multiplicity: 1
Charge: +1
ΔE to the lowest compared entry with this formula, charge and spin in kcal/mol: 82.3
Frontier orbital gap in eV: 10.001
F_max in eV Å⁻¹: 4.535
LUMO level in eV: -4.5

Geometry as XYZ:
```
17
C5H10NO (ωB97M-V/def2-TZVPD)
O 0.067 1.336 -1.658
N -0.525 0.970 0.860
C 0.661 -2.034 -0.269
C 0.687 -0.900 0.122
C 0.371 -3.307 -0.831
C 0.540 0.406 0.503
C -0.771 2.274 1.543
H -0.358 -3.895 -0.145
H 0.082 2.367 -1.928
H -1.322 0.395 0.833
H 0.118 2.751 1.761
H 1.475 0.824 0.739
H 0.690 0.859 -2.165
H -1.468 2.940 0.926
H -0.119 -2.996 -1.732
H 1.219 -4.132 -0.978
H -1.346 2.142 2.421
```

Atom charges from the Löwdin analysis, given in e for atoms 1 to 2: -0.07, 0.05


Repeat the second record exactly.
C5H10N6 | ωB97M-V/def2-TZVPD

Output
Spin multiplicity: 1
Charge: 0
ΔE to the lowest compared entry with this formula, charge and spin in kcal/mol: 3.8
Frontier orbital gap in eV: 9.480
F_max in eV Å⁻¹: 1.748
LUMO level in eV: 1.0

Geometry as XYZ:
```
21
C5H10N6 (ωB97M-V/def2-TZVPD)
N -1.527 -0.446 -0.150
N 0.603 -0.326 -1.040
N 2.408 0.600 0.333
N 1.841 1.498 2.331
N 2.750 -0.273 -1.733
N 0.114 0.585 1.101
C -1.973 -1.147 -1.374
C -0.249 -0.030 -0.030
C 1.443 0.863 1.223
C -2.554 -0.108 0.824
C 1.874 0.016 -0.747
H -2.790 -0.600 -1.863
H 3.657 0.158 -1.789
H 2.470 -0.695 -2.615
H -2.192 0.431 1.701
H -3.008 -1.070 1.113
H -2.367 -2.130 -1.105
H -1.173 -1.225 -2.128
H 2.798 1.508 2.594
H 1.157 1.801 3.006
H -3.283 0.590 0.350
```

Atom charges from the Löwdin analysis, given in e for atoms 1 to 2: -0.16, 0.15